A structure of composition C33H57IN2O2PbSi at a distorted geometry. Source: the Open Molecules 2025 dataset; level of theory: ωB97M-V/def2-TZVPD.

Structure (XYZ):
```
97
Properties=species:S:1:pos:R:3:forces:R:3:lowdin_charge:R:1
Pb 0.3694 0.4829 1.7591 -1.17 -0.60 0.24 0.9212
I 2.1676 2.1431 3.2546 0.13 0.05 0.27 0.0172
Si 2.6789 2.8980 -2.7907 0.57 0.19 -0.24 0.4840
O 1.3356 -1.9286 -0.1627 -0.13 -0.52 0.65 -0.2821
O 0.9345 -0.1400 -4.0841 -0.14 -0.35 -1.08 -0.2173
N -1.7952 1.5604 1.9330 0.51 0.22 0.11 -0.0755
N -0.8583 -0.6962 3.5590 -0.11 0.24 0.02 -0.0638
C 1.8677 -0.9019 -4.8684 -0.45 0.33 0.18 -0.2645
C 0.0272 -4.8184 3.9138 -0.27 -0.10 -0.03 -0.0834
C 1.2420 -2.0771 -5.6000 -0.07 -0.23 -0.05 -0.0873
C -2.4641 3.2198 -1.8879 -0.03 -0.26 0.23 -0.0845
C -1.4643 3.4045 0.3175 -0.34 -0.67 -0.25 -0.2275
C -2.9155 -2.6972 2.8675 -0.39 0.00 -0.36 -0.0387
C -2.4657 1.8328 3.0493 0.57 -0.08 -0.94 -0.3380
C -2.0660 2.1745 0.6659 -0.25 0.22 0.08 -0.2602
C -1.6772 3.9153 -0.9653 -0.23 -0.33 -0.13 -0.0550
C -3.0357 1.9876 -1.5378 0.25 0.45 -0.09 -0.0550
C 2.9973 -3.2646 1.1856 -0.13 0.02 0.05 -0.0703
C 0.9407 -3.8716 4.3535 -0.01 -0.10 -0.24 -0.0680
C 0.3712 -3.0010 -0.2305 0.36 0.35 -0.01 -0.2620
C -1.6734 -0.0989 4.4365 0.59 -0.86 -0.24 -0.3385
C -0.5968 4.1052 1.3046 0.39 0.33 0.36 -0.0582
C 4.3741 2.0709 -2.9688 -0.08 -0.13 0.13 -0.1897
C -3.5229 2.8986 3.0613 -0.54 0.19 0.31 -0.0111
C 0.3016 -3.6285 -1.6179 0.12 -0.34 0.04 -0.0652
C -0.5677 -2.0933 3.6846 0.20 -0.13 0.59 -0.2276
C -2.2788 1.1377 4.2488 -0.35 0.53 0.20 -0.0554
C 2.9850 4.5404 -1.9129 -0.09 -0.12 0.14 -0.1917
C -3.3961 0.1063 0.1038 -0.37 -0.26 -0.06 -0.0431
C 0.6689 -2.5098 4.2380 -0.66 -0.11 -0.09 -0.2378
C -1.4406 -0.3209 -4.6452 -0.04 -0.22 0.09 -0.0716
C -0.1423 0.4290 -4.8619 0.47 -0.11 0.38 -0.2683
C -2.8421 1.4567 -0.2646 0.41 0.09 0.17 -0.2214
C -2.0556 -0.7714 5.7461 -0.10 0.04 0.28 -0.0084
C 2.2378 3.4527 -4.5484 -0.27 -0.20 0.01 -0.1898
C 1.4199 1.8155 -1.8682 0.09 -0.24 -0.25 -0.1660
C -1.5249 -3.0615 3.2969 0.33 0.20 0.38 -0.2236
C 1.6780 -1.5645 4.8121 0.40 0.23 0.26 -0.0658
C 2.7064 -2.3198 0.0311 -0.07 0.11 -0.73 -0.2634
C -1.2147 -4.4141 3.4193 0.45 0.14 -0.03 -0.0563
H 4.0822 -3.4290 1.2392 -0.25 0.12 0.05 0.0860
H 1.1719 -4.2718 -1.8105 -0.13 0.24 -0.03 0.0763
H -0.1419 4.9960 0.8658 -0.11 -0.02 0.01 0.0841
H 2.1883 5.2584 -2.1442 0.12 -0.08 0.10 0.0238
H -1.3110 -1.3690 -4.9587 -0.24 0.36 0.13 0.0660
H -3.1067 3.9067 2.9689 0.03 -0.19 -0.18 0.0808
H 4.8635 1.9665 -1.9928 -0.04 -0.04 -0.12 0.0272
H 0.6426 -2.7003 -4.9208 0.20 0.16 -0.17 0.0688
H 0.5996 -1.7357 -6.4263 0.18 -0.18 0.25 0.0749
H 3.2476 -1.3705 0.1771 -0.22 -0.30 -0.05 0.1217
H -4.1709 -0.1671 -0.6262 0.19 -0.06 0.22 0.0807
H 0.2381 3.4883 1.6806 -0.46 0.19 -0.17 -0.0428
H 2.5787 -1.5156 4.1797 -0.24 0.15 0.11 0.0752
H 1.4068 4.1686 -4.5522 0.05 -0.14 -0.01 0.0265
H 2.6225 -1.2408 -4.1547 -0.03 0.05 -0.09 0.1165
H 1.2975 -0.5485 4.9585 0.09 -0.22 -0.10 0.0361
H 0.1058 0.4206 -5.9364 0.09 0.16 0.30 0.1177
H 2.0172 -1.9555 5.7874 -0.13 0.22 -0.33 0.0899
H 0.2602 -5.8762 3.9780 -0.02 0.08 0.06 0.0990
H 2.0421 -2.6982 -6.0234 -0.20 0.10 0.02 0.0802
H -2.8127 -1.5613 5.5996 0.43 0.20 -0.02 0.0843
H -2.8484 1.5218 5.0958 0.20 -0.17 -0.31 0.0937
H 2.5288 -4.2496 1.0663 0.10 0.24 0.02 0.0728
H 0.2098 -2.8921 -2.4272 0.10 0.01 0.36 0.0668
H -2.9713 -1.7597 2.2956 0.09 -0.23 0.30 0.0581
H 1.8942 -4.1700 4.8046 -0.38 0.00 -0.21 0.1195
H -3.3101 -3.5055 2.2363 0.02 0.24 0.10 0.0807
H 3.0700 -2.7570 -0.9148 0.03 0.06 0.21 0.1140
H -2.6250 3.6230 -2.8871 0.06 -0.06 0.22 0.1006
H -1.1786 4.4142 2.1822 0.22 -0.03 -0.10 0.0767
H -2.6268 -0.6916 0.0881 -0.24 0.43 0.05 0.0742
H -1.2041 4.8554 -1.2480 -0.12 -0.17 0.06 0.1110
H 5.0378 2.6723 -3.6106 -0.26 -0.13 0.19 0.0310
H 1.9782 2.6234 -5.2157 0.03 0.09 0.04 0.0110
H 0.5890 -3.7577 0.5478 -0.19 0.30 -0.37 0.1057
H -0.5769 -4.2757 -1.6634 -0.01 -0.04 -0.01 0.0755
H 0.4153 2.1985 -2.0876 0.01 -0.06 0.13 0.0163
H -2.2327 0.1451 -5.2467 0.08 -0.16 0.15 0.0803
H 1.4292 0.7430 -2.1719 0.13 0.90 0.26 0.0283
H 1.5713 1.8928 -0.7803 0.07 0.06 -0.25 -0.0076
H 2.3418 -0.2441 -5.6133 0.07 -0.01 0.20 0.1162
H -0.2272 1.4648 -4.5173 -0.07 -0.04 -0.18 0.1045
H -1.7349 -0.2983 -3.5845 0.10 -0.01 -0.33 0.0724
H 3.9389 4.9638 -2.2624 -0.26 -0.08 0.10 0.0323
H -1.9711 -5.1404 3.1210 0.27 0.05 0.07 0.1098
H 2.6450 -2.8237 2.1242 0.10 -0.17 -0.04 0.0604
H -2.5183 -0.0023 6.3813 0.16 -0.38 -0.11 0.0770
H -3.6224 1.4245 -2.2671 0.13 0.20 0.19 0.1071
H -0.6001 -2.5510 0.0231 0.29 0.02 -0.03 0.1050
H 4.2909 1.0708 -3.4119 0.03 0.12 0.05 0.0156
H -1.1948 -1.1865 6.2930 -0.23 -0.01 -0.37 0.0907
H -4.0450 2.8555 4.0209 0.02 0.09 -0.18 0.0773
H 3.1100 3.9683 -4.9780 -0.17 -0.14 0.16 0.0333
H -3.5961 -2.6270 3.7337 0.25 0.13 -0.27 0.0844
H -3.8538 0.1044 1.1067 0.20 0.01 -0.36 0.0766
H 3.0364 4.4174 -0.8258 0.04 0.10 -0.09 0.0246
H -4.2758 2.7552 2.2777 0.28 0.02 -0.03 0.0948
```
Positions in Å, forces in eV/Å.

Gap between HOMO and LUMO   0.2953 hartree
E_LUMO   0.011 Ha
E_tot   -63449.37924 eV

A cluster of 8 separate species, C33H57O15PSSi in total at a distorted geometry. Source: the Open Molecules 2025 dataset; level of theory: ωB97M-V/def2-TZVPD.

Structure (XYZ):
```
108
Properties=species:S:1:pos:R:3:forces:R:3:lowdin_charge:R:1
S 2.3975 2.6924 0.0343 -0.03 1.90 -0.39 0.2721
P 0.8543 3.4211 1.3691 -0.31 -1.21 -0.12 0.5444
Si -0.9181 6.1118 -2.0351 -0.80 0.59 -0.62 0.4540
O 0.3269 1.3621 5.9438 0.24 -0.61 -0.55 0.0258
O 0.1447 -7.2755 0.3454 -0.46 1.11 1.48 0.0931
O 2.8844 -3.6555 -1.7106 -1.08 -1.52 -0.51 0.0867
O -0.8847 -6.0892 2.0078 0.33 -0.61 -0.62 0.0334
O -3.2488 -3.5917 -1.7955 -1.26 0.16 1.46 0.0976
O -1.2497 1.0320 -0.6400 0.28 -1.75 -0.87 0.0587
O 0.3467 -5.8457 -9.3651 -0.92 0.00 1.91 0.1019
O 1.7674 4.9573 4.6231 0.91 1.41 1.10 0.0790
O -1.0907 -0.8897 -1.8699 -0.16 1.09 0.40 0.0232
O -1.9732 5.6757 -0.7068 2.83 0.11 0.01 -0.2830
O 2.9701 5.9789 6.2785 -0.39 -0.50 -0.71 0.0189
O 1.3563 0.1758 4.2813 -0.49 1.09 1.49 0.0788
O -0.1638 -6.1850 -7.1617 0.34 0.16 -0.68 0.0200
O 1.0374 -4.9986 -1.8337 0.75 0.85 0.08 0.0033
O -5.0224 -3.7299 -0.3583 0.68 -0.09 -0.55 0.0318
C 2.2863 -4.5945 -2.2094 1.09 1.16 0.86 -0.4448
C 1.9295 7.3704 4.6957 0.24 0.38 -0.27 -0.0807
C 0.9292 -4.8089 2.7222 0.64 0.48 0.55 -0.1576
C -1.2464 5.1947 0.4749 -1.20 -0.91 1.60 -0.3234
C 2.8219 -5.4960 -3.2801 -0.07 -0.05 -0.55 -0.0726
C -3.8792 -3.1625 -0.8434 0.90 -0.58 -1.76 -0.4468
C -2.1787 -5.0140 -7.0673 -0.72 0.56 0.30 -0.1650
C 1.3655 1.0756 5.1050 0.02 -1.26 -1.64 -0.4611
C 0.4678 -0.5960 -0.1352 0.40 -0.03 -0.19 -0.0764
C -1.8395 -5.2480 -8.5176 -0.28 0.44 0.13 -0.0879
C 1.2729 -5.4010 1.3788 0.34 0.12 0.37 -0.0801
C -4.3788 -2.0964 1.1771 0.15 0.46 0.79 -0.1592
C 2.1994 5.9684 5.1515 -0.91 -1.56 -0.75 -0.4343
C 2.1408 2.6425 6.6582 0.63 0.51 0.53 -0.1685
C -0.7765 3.5953 0.3640 -0.85 1.48 0.27 -0.4253
C 2.9889 8.1517 5.4309 0.29 0.85 -0.24 -0.1651
C -1.6712 7.7596 -2.7951 -0.29 0.47 0.91 -0.2184
C 0.9624 -1.6631 -1.0786 0.66 -0.26 0.28 -0.1657
C 0.6951 -6.1861 -2.5467 -0.57 -0.92 -0.13 -0.1588
C 3.2010 7.3299 6.6753 0.36 0.47 0.62 -0.1634
C 0.8953 6.5352 -1.5574 1.07 0.98 0.73 -0.2161
C 0.6385 2.5373 6.6905 -0.30 0.51 0.48 -0.1702
C -0.4361 -5.7672 -8.4327 1.38 -0.38 -1.87 -0.4594
C -3.5469 -1.9234 -0.0685 0.15 0.13 0.47 -0.0819
C 0.1539 -6.3757 1.1690 -0.10 -1.21 -1.51 -0.4419
C 2.4845 2.0503 5.3148 0.40 0.00 0.28 -0.0891
C 1.5719 -6.1812 -3.7715 -0.11 -0.35 -0.79 -0.1599
C -0.5731 -4.9140 2.7545 -0.28 0.44 0.52 -0.1672
C -0.2937 -2.0712 -1.8029 0.23 -0.80 -0.17 -0.1716
C -0.6982 -0.0280 -0.8862 -0.81 1.24 0.43 -0.4506
C -5.5476 -2.9081 0.6831 -0.60 0.03 0.45 -0.1695
C -1.3364 -6.0440 -6.3611 -0.26 -0.18 0.68 -0.1715
C -0.9415 4.7569 -3.4075 -0.33 -0.69 -1.11 -0.2142
H 1.1064 -5.5756 -4.5586 0.11 -0.13 0.06 0.1062
H -6.3425 -2.2810 0.2660 0.05 -0.05 0.01 0.1295
H -2.4776 -6.0143 -8.9663 0.11 0.09 -0.12 0.1366
H -0.7094 3.2099 -0.7381 0.01 0.86 2.25 0.0683
H 2.7581 3.7861 -0.7997 -0.58 -1.19 0.92 -0.1942
H -1.6855 3.8872 -3.1121 1.75 1.56 -0.62 0.0538
H 4.2190 7.4315 7.0628 -0.21 -0.26 0.02 0.1313
H -1.8579 -4.0073 -6.7729 -0.08 -0.17 0.01 0.1259
H -1.3647 5.2142 -4.4209 0.93 -0.92 2.12 0.0484
H 0.2584 2.4372 7.7113 -0.13 -0.15 -0.24 0.1254
H -2.0375 5.2019 1.3702 1.66 0.19 -1.95 0.1300
H -0.9532 -5.0142 3.7754 -0.13 -0.10 -0.28 0.1295
H 0.9216 7.6595 5.0062 0.00 -0.12 -0.15 0.1398
H -3.8557 -1.0474 -0.6457 0.24 -0.06 -0.06 0.1473
H 0.8879 -7.0491 -1.9009 -0.09 0.20 -0.03 0.1174
H 2.7030 9.1857 5.6415 0.09 -0.16 0.04 0.1229
H -0.3702 5.8941 0.8377 -1.59 -1.28 -1.14 0.0758
H 0.1515 3.3940 6.2129 0.08 -0.09 0.00 0.1210
H 1.7512 -7.1807 -4.1766 -0.12 0.14 0.07 0.1285
H 1.2301 0.1656 0.0442 -0.39 -0.02 0.26 0.0713
H 1.2464 -4.6501 0.5843 0.07 -0.20 -0.04 0.1110
H 1.3616 -5.4278 3.5177 -0.10 0.14 -0.07 0.1239
H 2.0427 7.4616 3.6129 -0.35 -0.19 0.16 0.1319
H 2.4919 7.5868 7.4691 0.05 -0.05 -0.05 0.1317
H -3.2455 -5.1059 -6.8471 0.18 0.00 0.07 0.1231
H 1.4141 7.1429 -2.4395 -1.15 -1.43 1.74 0.0665
H 1.2611 4.7273 1.8568 -0.25 -0.42 -1.01 -0.1019
H 2.4581 2.8013 4.5203 0.01 -0.21 0.05 0.1044
H -0.8543 -2.8406 -1.2617 0.01 0.04 -0.16 0.1075
H -2.4806 -1.8780 0.1643 -0.18 0.12 -0.37 0.1128
H -3.8134 -2.6736 1.9189 -0.13 0.09 -0.07 0.1184
H 3.4513 1.5421 5.3359 -0.20 0.01 -0.34 0.1319
H -5.9698 -3.5374 1.4720 0.01 -0.05 -0.32 0.1287
H -0.3676 -6.1674 -2.8056 0.12 0.14 0.31 0.1313
H 2.2397 -5.9092 1.3999 -0.18 0.07 -0.38 0.1384
H -1.4253 7.8642 -3.9383 -0.65 -0.07 2.29 0.0449
H 1.6741 -1.2244 -1.7885 -0.05 -0.16 0.15 0.1300
H 1.5661 5.6193 -1.2692 -1.25 1.78 -0.48 0.0132
H 0.1129 -1.0197 0.8084 0.01 0.19 0.07 0.1361
H 2.5037 3.6650 6.7914 -0.15 -0.22 0.00 0.0956
H -1.0583 -5.7223 -5.3533 0.11 -0.18 -0.19 0.1108
H 3.5250 -6.2040 -2.8326 0.06 0.17 -0.01 0.1395
H -4.6757 -1.1515 1.6397 -0.01 -0.17 -0.04 0.1242
H -1.8354 -7.0168 -6.2981 0.05 0.06 0.00 0.1330
H -1.2624 8.6908 -2.1704 -0.83 -1.90 -1.54 0.0507
H 3.3033 -4.9215 -4.0749 0.21 -0.05 0.38 0.1348
H -2.8205 7.6994 -2.5564 2.08 0.27 -0.87 0.0443
H 3.9106 8.1698 4.8366 -0.13 0.03 0.13 0.1258
H 0.8515 7.3022 -0.6465 0.27 -1.66 -1.79 0.0566
H -0.0828 -2.4315 -2.8140 -0.31 0.12 0.12 0.1322
H 1.2921 -3.7863 2.8554 -0.12 -0.12 0.04 0.1242
H -1.8827 -4.3212 -9.0943 0.05 -0.38 -0.20 0.1322
H 0.1540 4.3655 -3.6319 -2.37 0.55 0.50 0.0531
H -1.5863 2.9494 0.9550 1.92 1.34 -1.53 0.0891
H 2.5732 2.0235 7.4537 -0.10 0.08 -0.06 0.1228
H -1.0602 -4.0574 2.2770 0.02 -0.04 0.00 0.1203
H 1.4589 -2.4967 -0.5747 -0.18 0.32 -0.25 0.0909
```
Positions in Å, forces in eV/Å.

Gap between HOMO and LUMO   0.3169 hartree
E_LUMO   0.012 Ha
SMILES   C[Si](C)(C)OCCPS.O=C1CCCO1.O=C1CCCO1.O=C1CCCO1.O=C1CCCO1.O=C1CCCO1.O=C1CCCO1.O=C1CCCO1
E_tot   -93860.15454 eV